Molecular formula: C6H40O14
Method: DFT, ωB97M-V/def2-TZVPD

Results
Calculated total energy   -1305.79239 a.u.
Relative energy (zero: lowest compared OMol25 entry of this formula, charge and spin)   145.6 kcal/mol
Orbital gap   9.440 eV
E_LUMO   -0.001 eV

Atoms and positions in Å:
1 C -0.676 -2.829 -1.892
2 C -1.424 -1.508 -1.838
3 C -3.036 -1.645 -1.629
4 C -3.646 -1.396 -0.383
5 C -3.188 -1.640 0.805
6 C -3.695 -1.532 2.149
7 H -0.663 -3.581 -0.994
8 H 0.214 -2.723 -2.377
9 H -1.271 -3.568 -2.564
10 H -1.192 -0.851 -2.631
11 H -1.192 -0.943 -0.875
12 H -3.207 -2.716 -1.971
13 H -3.384 -0.982 -2.530
14 H -4.761 -1.280 -0.520
15 H -1.963 -1.848 0.667
16 H -3.746 -2.557 2.532
17 H -4.669 -1.133 2.118
18 H -3.251 -0.956 2.944
19 H -0.736 1.041 -3.158
20 H -0.110 1.815 -2.141
21 O 0.210 1.110 -2.666
22 H 0.088 2.093 0.806
23 H -1.281 2.146 1.536
24 O -0.887 2.115 0.486
25 H -3.560 0.834 -0.912
26 H -2.206 1.614 -0.505
27 O -2.779 1.452 -1.291
28 H -1.725 -3.852 0.613
29 H -1.010 -4.345 1.788
30 O -1.891 -4.468 1.427
31 H 0.701 4.846 -0.923
32 H -0.414 3.685 -0.807
33 O 0.344 4.008 -1.303
34 H 1.518 3.245 -2.786
35 H 1.562 1.916 -3.401
36 O 2.153 2.644 -3.164
37 H 0.706 -2.232 2.040
38 H 1.901 -3.122 2.267
39 O 0.948 -3.152 2.101
40 H 1.446 0.481 2.907
41 H 0.314 0.513 1.729
42 O 0.698 -0.004 2.580
43 H 3.468 -0.512 -2.013
44 H 3.687 0.916 -1.467
45 O 3.723 -0.037 -1.242
46 H 3.610 0.690 2.720
47 H 3.217 2.103 2.526
48 O 2.801 1.377 2.900
49 H 2.557 2.369 -0.717
50 H 3.463 3.185 -1.839
51 O 3.475 2.649 -0.976
52 H -0.804 0.836 3.037
53 H -2.370 1.249 2.707
54 O -1.436 1.555 2.823
55 H 0.682 -0.105 -1.304
56 H 2.175 -0.001 -0.508
57 O 1.221 0.248 -0.568
58 H 4.593 -0.917 1.123
59 H 3.466 -0.863 0.414
60 O 3.689 -1.146 1.293